{
  "formula": "C3H28O12",
  "method": "ωB97M-V/def2-TZVPD",
  "species": ["O", "C", "C", "C", "O", "H", "H", "H", "H", "H", "H", "H", "H", "O", "H", "H", "O", "H", "H", "O", "H", "H", "O", "H", "H", "O", "H", "H", "O", "H", "H", "O", "H", "H", "O", "H", "H", "O", "H", "H", "O", "H", "H"],
  "coordinates": [[-1.600709, 1.375096, -1.955738], [-0.162473, 1.341744, -1.615551], [0.485014, 2.306755, -2.615812], [1.669469, 3.062242, -2.017053], [2.336244, 2.236860, -1.030819], [-2.113604, 1.442692, -1.145561], [-0.089367, 1.454886, -0.544865], [0.024256, 0.294353, -1.863529], [0.873368, 1.605077, -3.354524], [-0.205831, 2.966020, -3.143488], [2.383432, 3.302093, -2.792898], [1.226510, 3.840031, -1.390898], [3.156468, 1.857956, -1.325915], [0.270663, 1.749095, 3.009308], [-0.617188, 1.935706, 2.676180], [0.457870, 2.512497, 3.575837], [2.910115, -1.046507, -2.208924], [3.054263, -1.739020, -1.569245], [2.410527, -1.425121, -2.917507], [0.741370, -2.567310, -1.867794], [-0.104431, -2.989063, -1.648627], [0.366556, -1.687872, -2.042832], [0.738830, 0.259151, 0.826925], [0.511702, 0.873915, 1.565657], [1.549542, 0.596200, 0.431176], [-2.168315, -2.642810, -1.464244], [-2.075867, -2.573819, -0.505132], [-3.088939, -2.364266, -1.581297], [-1.275842, -2.920311, 3.411695], [-0.336175, -2.690836, 3.355062], [-1.318472, -3.447561, 2.613207], [-4.251350, 0.164079, 0.380487], [-4.994112, 0.420736, -0.154093], [-3.559350, -0.131552, -0.223161], [0.997834, -2.368847, 1.542453], [0.821474, -1.399165, 1.478607], [1.373655, -2.620207, 0.686185], [3.304440, -2.361346, 2.987143], [2.671834, -2.256714, 2.222667], [2.565766, -2.548704, 3.590425], [-2.513020, 2.024646, 2.200216], [-3.151937, 2.743012, 2.289542], [-3.274223, 1.416187, 2.136737]],
  "atomic_forces_ev_per_a": [[-0.29, 0.18, 0.29], [-2.85, -0.01, -1.22], [1.35, -1.31, 0.13], [-0.56, -1.32, 1.05], [-0.53, 0.17, 0.41], [0.14, 0.13, 0.05], [0.49, 0.57, -0.29], [1.01, 0.24, 0.29], [0.16, 0.31, -0.49], [-0.18, -0.06, 0.45], [-0.01, 0.89, 0.00], [0.59, 0.66, -0.54], [0.34, -0.16, -0.61], [-0.18, 0.57, 0.33], [-0.46, -0.04, 0.18], [0.20, -0.35, -0.22], [0.80, 1.25, 0.30], [-0.15, -0.40, 0.06], [-0.36, -0.59, -0.43], [-1.08, 0.24, 0.21], [0.29, -0.52, -0.17], [0.62, 0.03, 0.05], [-0.31, -0.22, 0.90], [0.77, -0.43, -0.43], [0.08, 0.23, -0.08], [-0.52, 0.28, 0.50], [0.23, -0.10, 0.03], [0.27, -0.20, -0.37], [0.53, 0.06, -0.09], [-0.16, 0.22, 0.28], [-0.41, -0.29, -0.23], [0.60, -0.19, 0.48], [-0.41, 0.13, -0.45], [-0.12, 0.11, -0.02], [-0.10, 0.10, -0.12], [0.14, -0.25, -0.44], [-0.37, 0.14, -0.01], [-1.59, 0.05, -0.64], [1.17, -0.01, 0.48], [0.76, -0.08, 0.54], [-1.87, -0.01, 0.01], [0.92, 1.28, 0.12], [1.05, -1.29, -0.30]],
  "mulliken_charge": [-0.599, 1.169, -0.697, -0.526, -0.476, 0.267, 0.234, -0.787, 0.324, 0.352, 0.375, 0.274, 0.264, -0.655, 0.333, 0.303, -0.576, 0.287, 0.304, -0.606, 0.263, 0.249, -0.808, 0.433, 0.275, -0.644, 0.312, 0.287, -0.628, 0.328, 0.302, -0.588, 0.320, 0.270, -0.770, 0.557, 0.262, -0.657, 0.427, 0.294, -0.627, 0.294, 0.288],
  "e_above_lowest_kj_mol": 182.0,
  "homo_energy_ha": -0.368,
  "lumo_energy_ha": -0.0071,
  "total_charge": 0,
  "smiles": "OCCCO.O.O.O.O.O.O.O.O.O.O"
}

***

{
  "formula": "C3H29NO14S",
  "method": "ωB97M-V/def2-TZVPD",
  "species": ["C", "C", "S", "N", "C", "O", "O", "H", "H", "H", "H", "H", "H", "H", "O", "H", "H", "O", "H", "H", "O", "H", "H", "O", "H", "H", "O", "H", "H", "O", "H", "H", "O", "H", "H", "O", "H", "H", "O", "H", "H", "O", "H", "H", "O", "H", "H", "O"],
  "coordinates": [[1.738178, 0.951670, -0.402721], [3.152573, 0.238815, -0.441876], [4.061628, 0.588066, -2.040593], [0.627075, -0.071762, -0.879669], [-0.520133, -0.558977, -0.194932], [-0.983119, 0.417349, 0.487354], [-0.736584, -1.751194, -0.384333], [1.584772, 1.074169, 0.717170], [1.654095, 1.772045, -1.085332], [3.056986, -0.873463, -0.382257], [3.726599, 0.686705, 0.421016], [1.251920, -0.778689, -1.434810], [0.556608, -2.930902, -1.382662], [1.790736, -2.298482, -2.170642], [1.400694, -3.024582, -1.802821], [-0.761956, 2.664015, -1.006507], [-2.071386, 1.679874, -1.015032], [-1.707855, 2.667579, -1.051594], [1.905210, -0.245077, 2.610155], [1.569170, -1.361391, 3.602474], [1.569521, -0.488874, 3.543085], [-0.539155, -1.180982, 4.149480], [-1.779529, -0.815840, 3.751214], [-1.318812, -0.971466, 4.625395], [0.112798, -2.860762, 0.543710], [1.413485, -3.806194, 0.261756], [0.683436, -3.647936, 0.866962], [-2.780833, -1.832481, -1.761332], [-3.359106, -0.982457, -0.705655], [-3.696316, -1.613566, -1.362374], [-0.802776, 3.103756, 0.982039], [-1.107607, 1.789124, 1.480721], [-0.820556, 2.717300, 1.793926], [0.559347, 3.376604, -2.759177], [1.390371, 2.617384, -3.679700], [0.639058, 3.126268, -3.711047], [-3.007506, 0.368654, 1.471010], [-3.989225, -0.639665, 1.006402], [-3.911812, -0.049043, 1.752389], [1.506390, 0.329648, -4.032060], [0.149084, -0.303421, -3.509187], [0.728820, -0.247595, -4.275054], [1.070643, 3.394401, 1.534387], [2.414641, 3.595069, 0.704666], [2.000427, 3.819519, 1.563408], [-2.923716, -1.795696, 1.411229], [-2.321123, -3.082854, 1.064838], [-3.175163, -2.764664, 1.126581]],
  "atomic_forces_ev_per_a": [[-1.28, -3.73, 1.81], [0.01, 1.08, -0.92], [-0.59, -0.09, 0.44], [3.85, -0.82, -1.89], [4.54, 4.00, -0.40], [-2.31, -2.25, 0.43], [-2.40, -1.40, 0.46], [-0.49, 0.83, -1.51], [0.34, 0.89, 0.20], [-0.10, 0.93, 0.53], [-0.39, -0.79, -0.76], [-2.33, 1.51, 1.58], [-0.68, 1.18, -0.01], [1.00, 3.11, -1.46], [-0.02, -4.52, 0.91], [0.69, -0.93, -0.06], [1.97, 3.14, 0.10], [-2.57, -2.06, -0.24], [-0.90, -0.76, 2.26], [0.25, -6.21, 0.09], [0.72, 6.79, -2.43], [2.33, -0.34, 0.15], [-0.56, 0.16, 1.67], [-1.88, 0.33, -1.79], [1.48, -1.50, 0.22], [-0.19, 0.49, -0.28], [-1.17, 0.83, 0.45], [-2.13, 0.08, 0.82], [-0.33, -0.26, -0.16], [2.48, 0.30, -1.18], [-0.33, 2.20, -3.62], [0.97, 1.43, 0.84], [-0.48, -3.18, 2.95], [-0.22, -0.12, -1.22], [3.04, -2.13, -0.20], [-2.71, 2.32, 1.39], [-1.91, -0.60, 0.92], [-0.98, -0.42, -0.30], [2.80, 1.37, -0.72], [-1.19, -1.07, 0.12], [0.29, 0.34, 0.25], [1.07, 0.60, -0.23], [1.98, 0.64, 0.29], [-0.41, 0.04, 0.72], [-1.55, -0.81, -0.82], [-0.90, -2.86, -0.45], [2.87, -1.56, -0.60], [-1.68, 3.82, 1.65]],
  "mulliken_charge": [-0.062, -0.757, -0.620, 0.789, 0.085, -0.498, -1.047, -0.209, 0.068, 0.292, 0.290, -0.416, 0.460, 0.219, -0.683, 0.220, 0.384, -0.650, 0.334, 0.304, -0.635, 0.304, 0.356, -0.669, 0.504, 0.359, -0.787, 0.390, 0.291, -0.664, 0.364, 0.556, -0.807, 0.305, 0.316, -0.620, 0.472, 0.234, -0.772, 0.270, 0.338, -0.672, 0.402, 0.339, -0.696, 0.277, 0.334, -0.592],
  "e_above_lowest_kj_mol": 376.1,
  "homo_energy_ha": -0.061,
  "lumo_energy_ha": 0.1754,
  "total_charge": -2
}

***

{
  "formula": "C3H2AgLiO2",
  "method": "ωB97M-V/def2-TZVPD",
  "species": ["O", "C", "C", "H", "H", "Ag", "Li", "C", "O"],
  "coordinates": [[-1.482982, -0.165410, -1.323021], [-1.130279, -0.607713, -0.172942], [-0.050282, -0.227930, 0.620342], [-1.700006, -1.497857, 0.190991], [-0.073652, -0.877208, 1.516157], [-0.704731, 1.914592, -1.392902], [1.867153, 0.999991, 1.788378], [1.621436, -0.056132, -0.069757], [1.653343, 0.517668, -1.157247]],
  "atomic_forces_ev_per_a": [[-0.04, 0.64, 0.28], [0.31, -0.47, -0.17], [1.19, 0.30, 0.12], [0.03, 0.38, -0.28], [0.45, 0.27, -0.15], [0.38, -1.04, 0.12], [-0.59, -0.87, -0.81], [-1.58, 1.58, -0.22], [-0.16, -0.79, 1.11]],
  "mulliken_charge": [-0.689, 0.009, -0.427, 0.267, 0.178, 0.529, 0.765, -0.202, -0.431],
  "e_above_lowest_kj_mol": 0.0,
  "homo_energy_ha": -0.231,
  "lumo_energy_ha": -0.0452,
  "total_charge": 0
}

***

{
  "formula": "C3H2AuO4",
  "method": "ωB97M-V/def2-TZVPD",
  "species": ["O", "C", "O", "O", "C", "C", "O", "Au", "H", "H"],
  "coordinates": [[2.072038, 0.876834, 0.143403], [1.851939, -0.329250, -0.023754], [2.273378, -1.277570, -0.595463], [-1.314518, 1.747864, -0.121151], [-1.863386, 0.641457, -0.434921], [-1.040360, -0.578116, -0.022276], [0.163390, -0.283182, 0.669272], [0.369599, 1.562478, 0.715720], [-0.821876, -1.151713, -0.942071], [-1.690202, -1.208804, 0.611245]],
  "atomic_forces_ev_per_a": [[3.03, -1.31, 0.49], [2.98, -2.11, -3.51], [-1.98, 1.86, 2.28], [-7.55, -2.89, -3.05], [3.40, 4.02, 1.98], [-0.68, -2.06, -0.75], [-1.49, -5.31, -0.13], [2.24, 7.44, 2.64], [-0.15, 0.15, 0.25], [0.20, 0.21, -0.19]],
  "lowdin_spin": [0.084, -0.002, 0.018, 0.253, 0.592, 0.124, 0.308, 0.616, 0.001, 0.007],
  "s2": 2.007,
  "e_above_lowest_kj_mol": 100.9,
  "homo_energy_ha": [-0.550, -0.595],
  "multiplicity": 3,
  "lumo_energy_ha": [-0.2097, -0.2849],
  "total_charge": 1
}

***

{
  "formula": "C3H2BaFLiO2",
  "method": "ωB97M-V/def2-TZVPD",
  "species": ["C", "C", "H", "H", "F", "O", "C", "O", "Ba", "Li"],
  "coordinates": [[-0.216961, -2.678697, -2.143055], [0.236965, -2.077562, -1.052642], [-0.636631, -2.096422, -2.960967], [-0.120583, -3.756875, -2.250998], [0.880930, -2.749342, -0.106814], [-0.613637, -0.797072, 1.112345], [-0.423279, -0.073018, 0.184929], [0.276941, -0.722567, -0.927181], [-0.735940, 2.869528, 0.547108], [1.540798, -0.170995, -2.342870]],
  "atomic_forces_ev_per_a": [[0.15, 0.07, -0.16], [0.43, -1.42, -0.67], [-0.18, -0.19, 0.33], [-0.04, 0.30, 0.05], [-0.27, 0.49, 0.08], [-0.52, 0.88, -0.38], [0.18, 0.63, 1.42], [0.78, 0.85, -1.21], [-0.24, -0.93, 0.29], [-0.28, -0.69, 0.24]],
  "mulliken_charge": [-0.722, 0.626, 0.288, 0.277, -0.185, -0.388, -0.199, -0.439, 1.829, 0.914],
  "e_above_lowest_kj_mol": 0.0,
  "homo_energy_ha": -0.567,
  "lumo_energy_ha": -0.3212,
  "total_charge": 2
}

***

{
  "formula": "C3H2BaFO2",
  "method": "ωB97M-V/def2-TZVPD",
  "species": ["O", "O", "C", "C", "C", "H", "H", "F", "Ba"],
  "coordinates": [[0.698258, 0.281798, -0.971100], [-1.022683, -1.275706, -0.157898], [1.051275, 0.351768, 0.295043], [-0.042185, -0.086042, 1.153273], [-0.644289, -0.945144, -1.266287], [2.099150, 0.262695, 0.583472], [0.141319, -0.759758, 1.994571], [-0.896262, 0.888564, 1.456010], [-1.384583, 1.281826, -3.087084]],
  "atomic_forces_ev_per_a": [[0.55, 1.85, 0.34], [1.43, 1.33, -4.18], [-1.82, -2.39, -1.91], [1.94, 2.02, 2.41], [-1.82, -1.05, 4.10], [-0.02, -0.03, -0.04], [-0.30, 0.00, -0.14], [-0.56, -1.30, -0.94], [0.59, -0.44, 0.37]],
  "lowdin_spin": [0.139, 0.020, 0.357, 0.284, 0.069, 0.029, 0.016, 0.083, 0.003],
  "s2": 0.757,
  "e_above_lowest_kj_mol": 348.9,
  "homo_energy_ha": [-0.593, -0.677],
  "multiplicity": 2,
  "lumo_energy_ha": [-0.3301, -0.3320],
  "total_charge": 2
}

***

{
  "formula": "C3H2BeO2",
  "method": "ωB97M-V/def2-TZVPD",
  "species": ["O", "C", "C", "H", "C", "O", "H", "Be"],
  "coordinates": [[1.530917, -0.867973, -0.252702], [0.328085, -0.763625, -0.360218], [-0.454252, 0.562433, 0.658754], [-0.094184, 1.290685, 1.389824], [-0.646519, 0.761463, -0.780216], [-1.728685, 0.524105, 0.109960], [-0.307220, -1.645712, -0.607582], [-0.348691, 1.626741, -1.850440]],
  "atomic_forces_ev_per_a": [[-1.47, 1.07, -0.33], [1.04, -0.89, 0.46], [-0.96, 0.26, -2.27], [0.09, -0.68, 0.18], [-0.14, -3.59, 5.27], [0.28, -0.55, 0.99], [-0.33, 0.82, 0.46], [1.49, 3.56, -4.76]],
  "lowdin_spin": [0.294, 0.034, 0.365, 0.028, 0.171, 0.048, -0.003, 0.064],
  "s2": 0.772,
  "e_above_lowest_kj_mol": 446.0,
  "homo_energy_ha": [-0.524, -0.518],
  "multiplicity": 2,
  "lumo_energy_ha": [-0.2905, -0.2946],
  "total_charge": 1
}

***

{
  "formula": "C3H2BeO4",
  "method": "ωB97M-V/def2-TZVPD",
  "species": ["H", "C", "C", "O", "C", "O", "O", "Be", "O", "H"],
  "coordinates": [[0.760464, -1.490192, -0.537718], [2.241713, -0.406531, 0.221644], [0.923453, -0.733250, 0.285769], [0.086842, 0.375617, 0.318311], [-1.294368, 0.325008, -0.096304], [-1.864805, -0.751065, 0.058726], [-1.622034, 1.366637, -0.671629], [1.041444, 1.604903, 0.696823], [2.656282, 0.842338, 0.393955], [2.972677, -1.215848, 0.367572]],
  "atomic_forces_ev_per_a": [[-0.89, 0.24, 1.60], [0.43, 0.81, 1.84], [0.95, -2.23, -2.65], [1.85, 0.94, 0.83], [-2.76, -0.21, -2.15], [0.75, 0.30, 0.56], [0.42, -0.07, 0.84], [1.53, -0.30, -0.52], [-2.20, 0.33, 0.51], [-0.07, 0.18, -0.85]],
  "lowdin_spin": [0.002, 0.020, 0.018, 0.121, 0.021, 0.004, 0.033, 0.675, 0.105, 0.002],
  "s2": 0.751,
  "homo_energy_ha": [-0.094, -0.173],
  "multiplicity": 2,
  "lumo_energy_ha": [0.1412, 0.1285],
  "total_charge": -1
}

***

{
  "formula": "C3H2Br2",
  "method": "ωB97M-V/def2-TZVPD",
  "species": ["Br", "C", "C", "Br", "C", "H", "H"],
  "coordinates": [[2.412879, -2.431038, 0.252137], [1.671911, -0.753373, -0.127200], [1.700767, 0.723306, 0.194322], [2.570916, 2.327514, 0.382389], [0.411196, 0.014213, 0.087315], [-0.395226, 0.213462, -0.603296], [0.097305, -0.201672, 1.110159]],
  "atomic_forces_ev_per_a": [[-0.39, 0.86, -0.37], [1.51, 6.95, 1.30], [1.29, -7.06, -2.65], [-0.22, -0.41, 0.11], [-0.83, -0.44, 2.18], [0.06, -0.16, -0.58], [-1.42, 0.27, 0.00]],
  "mulliken_charge": [-0.075, -0.032, 0.017, -0.070, -0.256, 0.251, 0.165],
  "e_above_lowest_kj_mol": 121.1,
  "homo_energy_ha": -0.307,
  "lumo_energy_ha": -0.0049,
  "total_charge": 0,
  "smiles": "BrC1=C(Br)C1"
}

***

{
  "formula": "C3H2Br2O",
  "method": "ωB97M-V/def2-TZVPD",
  "species": ["C", "C", "C", "O", "Br", "Br", "H", "H"],
  "coordinates": [[1.564101, -1.192488, -0.476568], [0.711562, -0.450058, -0.135979], [-0.081704, 0.567890, 0.355589], [-0.685524, 0.392288, 1.520337], [-0.056974, 2.098697, -0.714341], [-2.316971, -0.720066, -1.100289], [2.175875, -1.805139, -1.055993], [-1.310365, 1.108876, 1.607244]],
  "atomic_forces_ev_per_a": [[0.92, -0.95, -1.02], [-0.64, 1.06, 1.26], [-2.14, -1.30, -0.52], [1.38, 0.79, -1.29], [-0.19, 0.17, 0.83], [0.67, 0.47, 0.41], [0.79, -0.78, -0.14], [-0.78, 0.53, 0.48]],
  "mulliken_charge": [0.266, -0.100, -0.287, -0.326, 0.065, -0.474, 0.462, 0.393],
  "e_above_lowest_kj_mol": 306.2,
  "homo_energy_ha": [-0.300, -0.320],
  "lumo_energy_ha": [-0.0916, -0.0750],
  "total_charge": 0
}

***

Number 1: DFT total energy -1033.91542 Eh. Number 2: DFT total energy -1638.00714 Eh. Number 3: DFT total energy -420.32691 Eh. Number 4: DFT total energy -551.61093 Eh. Number 5: DFT total energy -398.26624 Eh. Number 6: DFT total energy -390.58911 Eh. Number 7: DFT total energy -280.15391 Eh. Number 8: DFT total energy -431.25963 Eh. Number 9: DFT total energy -5263.38210 Eh. Number 10: DFT total energy -5338.63374 Eh.